[1]
A molecular structure, C23H14Cl7N4OS2Sn, computed with wB97M-V/def2-TZVPD.

```
52
Properties=species:S:1:pos:R:3:forces:R:3
Sn -0.150776 0.153318 -0.617120 -0.2 0.1 0.0
Cl -7.111812 2.760484 -1.151019 0.0 0.0 0.0
C -5.620564 1.919906 -1.172861 0.0 0.0 0.0
C -4.454904 2.546212 -0.744658 0.0 0.0 0.0
Cl -4.499001 4.164846 -0.186319 0.0 0.0 0.0
C -3.244702 1.856513 -0.773772 0.0 0.0 0.0
Cl -1.805327 2.655653 -0.234779 0.0 0.0 0.0
C -3.160256 0.540356 -1.225657 0.0 0.0 0.0
O -2.021655 -0.167455 -1.282892 0.0 0.0 0.0
C -4.345693 -0.073812 -1.646063 0.1 0.0 0.0
Cl -4.268262 -1.704294 -2.200041 0.0 0.0 0.0
C -5.559718 0.600064 -1.624179 0.0 0.0 0.0
Cl -6.983930 -0.188580 -2.153585 0.0 0.0 0.0
Cl 2.986609 -0.090570 -0.562936 0.0 0.1 0.0
C 3.000911 1.633518 -0.818741 0.0 0.1 0.0
C 3.992077 2.370832 -0.197753 -0.1 0.0 0.0
C 3.999875 3.747658 -0.357015 0.0 0.0 0.0
C 3.023239 4.372600 -1.111801 0.0 0.0 0.0
C 2.028706 3.619760 -1.718391 0.0 0.0 0.0
Cl 0.826271 4.439262 -2.643873 0.0 0.0 0.0
C 1.995440 2.227446 -1.593125 0.1 -0.1 0.1
S 0.768397 1.279866 -2.467426 0.1 0.1 0.0
H 4.746708 1.870478 0.391894 0.0 0.0 0.0
H 4.773849 4.338182 0.113441 0.0 0.0 0.0
H 3.021157 5.445858 -1.236978 0.0 0.0 0.0
N -0.457986 0.558679 6.809295 0.0 0.0 0.0
C -0.388847 0.501890 5.664884 0.0 0.0 0.0
C -0.303059 0.429555 4.230596 0.0 0.0 0.0
C 0.892825 0.753055 3.594558 -0.1 0.0 0.0
C 0.976548 0.677857 2.214243 0.0 0.0 0.0
C -0.133706 0.285728 1.477239 0.1 0.0 0.0
C -1.330768 -0.029702 2.112927 -0.1 0.0 -0.1
C -1.416702 0.036706 3.492685 0.0 0.0 0.0
H 1.746520 1.059604 4.182795 0.0 0.0 0.0
H 1.910674 0.923413 1.729195 0.0 0.0 0.0
H -2.203878 -0.328587 1.543132 0.0 0.0 0.0
H -2.338555 -0.210701 4.000404 0.0 0.0 0.0
C 3.665569 -4.608120 -0.255506 0.0 0.0 0.0
C 2.278478 -4.571258 0.389188 0.0 0.0 0.0
C 1.330575 -3.716703 -0.383705 0.0 0.0 0.0
N 1.051557 -2.502612 -0.084834 -0.1 0.0 -0.2
N 0.200064 -1.924028 -1.007444 0.1 -0.1 0.3
C -0.179872 -2.724746 -1.982333 0.1 -0.1 -0.2
N -1.009252 -2.357143 -2.962291 -0.2 0.0 0.0
S 0.547463 -4.280967 -1.844700 0.0 0.1 0.0
H 4.333944 -5.230258 0.336453 0.0 0.0 0.0
H 4.090583 -3.606010 -0.312225 0.0 0.0 0.0
H 3.627850 -5.021790 -1.263758 0.0 0.0 0.0
H 2.328091 -4.153831 1.394673 0.0 0.0 0.0
H 1.870483 -5.580039 0.471689 0.0 0.0 0.0
H -1.691268 -1.640059 -2.722941 0.1 0.1 0.0
H -1.333973 -3.058033 -3.608586 0.1 0.0 0.0
```
Positions in Å, forces in eV/Å.

DFT total energy: -5410.98393 Eh
orbital gap: 8.41 eV
strongest force on any atom: 0.007 Eh/bohr
lowest unoccupied orbital energy: -3.0 eV
multiplicity: 1
charge: +1

[2]
A molecular structure, C23H14ClCoN2O3S, computed with wB97M-V/def2-TZVPD.

```
45
Properties=species:S:1:pos:R:3:forces:R:3
Co -0.024838 -0.572626 0.104720 -0.2 -0.4 0.2
Cl 4.096404 0.185788 5.965726 0.0 0.0 0.0
C 2.896726 -0.056914 4.734222 0.0 0.0 0.0
C 1.586178 -0.421488 5.115937 0.0 0.0 0.0
C 0.620049 -0.628456 4.179093 0.0 0.0 0.0
C 0.891474 -0.485968 2.786950 0.0 0.2 0.1
O -0.064857 -0.711007 1.963230 0.1 -0.2 -0.2
C 2.215748 -0.105919 2.420749 0.0 0.0 0.0
C 2.609768 0.044487 1.076638 -0.1 0.0 0.0
N 1.830044 -0.078237 0.040557 0.0 0.1 0.1
C 2.339181 0.026581 -1.273656 0.1 0.0 -0.1
C 3.609984 0.359529 -1.667568 -0.1 0.0 0.0
C 3.937261 0.407825 -3.039049 0.0 0.0 0.0
C 3.010042 0.136806 -4.006075 0.1 0.0 0.0
C 1.690041 -0.203495 -3.633402 0.0 0.0 0.0
C 0.645418 -0.477214 -4.545474 -0.1 0.0 0.0
C -0.602042 -0.777461 -4.077660 0.0 0.0 0.0
C -0.826808 -0.823831 -2.689798 0.1 -0.1 0.0
N 0.132287 -0.594252 -1.825935 -0.1 0.0 0.0
C 1.376722 -0.268863 -2.268044 0.0 0.1 -0.1
C 3.204466 0.095198 3.421269 0.0 0.0 0.0
H 1.361449 -0.532407 6.168507 0.0 0.0 0.0
H -0.386182 -0.908623 4.458200 0.0 0.0 0.0
H 3.662593 0.263611 0.913818 0.0 0.0 0.0
H 4.379946 0.599026 -0.947965 0.0 0.0 0.0
H 4.948144 0.672055 -3.318622 0.0 0.0 0.0
H 3.270224 0.184150 -5.055343 0.0 0.0 0.0
H 0.846085 -0.436512 -5.608907 0.0 0.0 0.0
H -1.424726 -0.980624 -4.747324 0.0 0.0 0.0
H -1.796215 -1.061108 -2.275119 0.0 0.0 0.0
H 4.208255 0.372960 3.124801 0.0 0.0 0.0
O -3.413613 -2.611227 0.444550 0.0 0.0 0.0
C -2.755120 -1.601174 0.295913 0.0 0.0 0.0
O -1.482428 -1.653702 0.016100 0.0 0.1 -0.1
C -3.428049 -0.249872 0.327513 0.1 0.0 0.0
C -4.820161 -0.275710 0.445315 0.0 0.0 0.0
C -5.570465 0.881014 0.457210 0.0 0.0 0.0
C -4.921583 2.106524 0.352889 0.0 0.0 0.0
C -3.548266 2.157240 0.239854 0.0 0.0 0.0
C -2.778814 0.984022 0.223673 -0.1 0.0 0.1
S -1.056558 1.309969 0.097142 0.3 0.1 -0.1
H -5.283026 -1.249503 0.527676 0.0 0.0 0.0
H -6.647400 0.834821 0.547339 0.0 0.0 0.0
H -5.488525 3.029044 0.363115 0.0 0.0 0.0
H -3.048795 3.115544 0.167224 0.0 0.0 0.0
```
Positions in Å, forces in eV/Å.

DFT total energy: -3461.32448 Eh
orbital gap: 6.36 eV
strongest force on any atom: 0.009 Eh/bohr
lowest unoccupied orbital energy: -1.3 eV
multiplicity: 1
charge: 0

[3]
A molecular structure, C23H15AsBrF3N2O7SZn in a non-equilibrium geometry, computed with wB97M-V/def2-TZVPD.

```
54
Properties=species:S:1:pos:R:3:forces:R:3
Zn 9.484011 7.011630 9.607775 0.1 1.4 0.8
Br 15.700111 9.440931 13.614259 0.7 0.6 0.5
C 14.149071 8.846425 12.780388 -1.3 -1.5 -0.5
C 13.750106 7.506616 13.088324 1.0 0.6 0.2
C 12.661548 6.940519 12.484284 -1.5 0.1 -1.2
C 11.890918 7.615589 11.488298 1.4 -0.7 1.5
O 10.716931 7.234772 11.184436 -0.1 0.1 -0.4
C 12.528933 8.914625 10.927619 -1.0 -0.5 -1.1
C 11.338791 9.751975 10.671245 -1.4 1.3 0.8
N 11.050602 10.306596 9.591553 2.1 -0.9 -0.7
C 9.919172 10.932097 9.215488 -2.1 0.1 0.1
C 10.056478 11.949881 8.264318 0.0 0.3 -0.5
C 8.937649 12.521686 7.669985 0.3 -0.1 0.3
C 7.641577 12.151969 8.051889 0.7 0.2 0.7
C 7.469720 11.150880 9.031887 0.5 0.2 -0.8
C 6.180956 10.756478 9.429870 -0.1 0.4 0.0
C 6.039031 9.561311 10.087201 0.9 -1.6 1.2
C 7.177001 8.768482 10.320661 -1.3 0.5 0.3
N 8.431055 9.156131 10.020301 0.7 -0.7 0.2
C 8.615143 10.406212 9.514325 0.0 0.5 -1.1
C 13.484681 9.572377 11.856566 1.0 0.3 0.3
H 14.346787 6.977384 13.810074 0.0 -0.3 0.1
H 12.291761 5.949094 12.732237 0.1 0.1 0.2
H 10.707188 9.878172 11.546892 -0.3 -0.2 0.3
H 11.094697 12.190275 7.963401 -0.8 0.0 0.1
H 9.112258 13.240148 6.892433 -0.1 0.4 -0.3
H 6.751968 12.644617 7.661880 0.2 -0.1 -0.1
H 5.340693 11.400536 9.213090 -0.1 0.0 -0.1
H 5.096170 9.222463 10.501722 -0.1 0.0 -0.2
H 7.092238 7.782598 10.783006 -0.2 0.3 -0.2
H 13.836254 10.566201 11.619194 -0.2 0.1 -0.1
O 6.518743 7.763548 7.243452 -1.9 0.2 -0.3
As 7.456815 6.287247 7.263739 -0.7 -3.3 -0.5
O 6.616232 4.879439 6.696385 1.5 3.3 1.0
O 7.928185 6.213693 8.898242 -0.4 -0.1 -0.8
C 8.934566 7.028801 6.136925 0.0 0.2 0.9
C 8.694871 8.197395 5.382841 0.7 -0.7 -0.2
C 9.766967 8.836068 4.729298 0.3 -0.3 0.5
C 11.085126 8.393105 4.898292 -0.6 -0.9 0.6
C 11.310010 7.215908 5.637721 -0.9 0.6 -0.3
C 10.254943 6.563062 6.278774 0.5 0.0 0.0
S 10.796505 5.239168 7.445075 0.0 -1.7 1.2
O 9.799810 4.165695 7.379631 0.7 1.4 -0.3
O 12.174755 4.832221 7.203787 -0.8 0.5 -1.1
O 10.829085 5.901639 8.801110 -0.1 0.1 -1.1
H 5.545095 7.606410 7.367762 1.5 0.1 -0.1
H 7.682348 8.582794 5.336165 0.2 0.0 -0.1
H 9.616127 9.709859 4.110112 -0.3 0.1 0.2
H 11.936943 8.963885 4.534895 -0.2 -0.2 -0.2
H 12.275539 6.774542 5.741275 0.6 0.0 0.2
F 12.461724 8.366196 8.493250 0.4 0.3 1.1
C 13.234678 8.680754 9.571881 0.8 -1.0 -1.2
F 14.114569 7.640885 9.653384 -0.2 0.4 0.3
F 13.992082 9.756368 9.216584 -0.5 -0.2 0.1
```
Positions in Å, forces in eV/Å.

DFT total energy: -8808.61026 Eh
orbital gap (spin up / spin down): 5.32 / 3.49 eV
strongest force on any atom: 0.073 Eh/bohr
lowest unoccupied orbital energy (spin up / spin down): 4.0 / 4.0 eV
multiplicity: 1
charge: -2

[4]
A molecular structure, C23H15BCl56FInNO in a non-equilibrium geometry, computed with wB97M-V/def2-TZVPD.

```
99
Properties=species:S:1:pos:R:3:forces:R:3
C 1.418371 -0.486511 -2.674443 -0.3 -0.7 1.0
C -0.144415 -0.575980 -2.552393 0.4 0.5 0.3
B -0.969720 0.305420 -3.608709 -0.5 -0.2 0.6
O -2.379182 0.482842 -3.325349 1.0 -1.3 -0.4
In -0.191854 1.278093 -5.519601 -0.2 0.2 -0.6
C 1.529971 0.169830 -6.495365 -0.4 -0.6 -0.3
C 1.286242 -0.949694 -7.357244 2.6 1.1 0.5
C 2.488123 -1.498209 -7.917613 -1.1 0.4 0.0
C 3.735737 -0.938467 -7.596705 1.3 -1.0 -0.9
N 4.036025 0.078284 -6.766775 -2.5 -0.8 -0.5
C 2.876015 0.566410 -6.266443 -0.2 0.9 0.8
C 0.247269 3.505566 -5.276416 0.6 -1.0 -0.3
C 1.680267 3.798642 -4.743763 -0.9 0.6 -0.5
F 0.184571 4.114015 -6.587476 -0.2 0.1 0.6
H 1.811196 -0.634395 -3.698832 -0.3 0.4 0.5
H 1.804685 0.442648 -2.184991 -0.5 -0.7 -1.0
H 1.840253 -1.321835 -2.055156 -0.1 0.6 -0.4
H -0.467419 -1.647271 -2.593808 0.0 0.7 -0.1
H -0.424276 -0.221903 -1.524463 0.0 -0.3 -0.6
H -2.796621 -0.069350 -4.012300 -0.2 0.8 0.1
H -1.550333 1.209431 -6.720475 0.2 -0.1 0.1
H 0.275381 -1.326717 -7.568237 0.5 0.2 0.0
H 2.438225 -2.368657 -8.614972 0.5 1.6 0.4
H 4.617990 -1.395649 -8.096391 -0.6 0.2 0.3
H 3.008338 1.416551 -5.563636 0.0 -0.6 -0.5
H -0.567416 3.944132 -4.657161 0.6 0.2 -0.4
H 2.365028 3.820523 -5.622107 -0.4 -0.1 0.6
H 2.013126 3.009423 -4.045329 -0.1 0.6 -0.3
H 1.685407 4.817390 -4.285529 0.4 -0.7 0.0
C 0.210310 -2.054685 1.642311 -0.1 0.1 -0.2
Cl 1.051393 -2.773136 3.035590 0.1 0.1 -0.1
Cl -1.269709 -1.249523 2.191166 0.2 0.3 -0.2
Cl 1.268849 -0.875456 0.865154 -0.1 -0.1 0.2
Cl -0.204322 -3.326987 0.483673 0.0 0.1 0.1
C 3.894870 2.565754 -0.527660 0.0 0.0 0.0
Cl 3.674184 0.815793 -0.675388 0.4 0.2 0.2
Cl 3.766220 3.032589 1.177763 0.2 0.0 -0.1
Cl 5.493758 3.014081 -1.144756 -0.1 0.0 0.0
Cl 2.648255 3.396362 -1.461133 0.1 -0.1 0.1
C -3.339839 -4.522330 3.915884 0.1 -0.1 0.0
Cl -4.405713 -3.166717 4.351406 -0.1 -0.2 -0.6
Cl -3.378228 -5.751211 5.193557 0.0 0.0 -0.2
Cl -3.892752 -5.241138 2.396747 0.0 0.1 0.1
Cl -1.689833 -3.925679 3.717027 -0.4 -0.5 0.4
C -6.372127 -5.012399 -1.018088 0.1 0.1 0.0
Cl -5.783705 -6.648099 -1.360346 0.0 0.1 0.0
Cl -5.024859 -3.868831 -1.106571 -0.1 -0.1 0.0
Cl -7.605518 -4.566677 -2.207899 0.1 0.0 0.1
Cl -7.076032 -4.968023 0.607059 0.0 0.0 -0.1
C -2.689769 -3.023297 8.637874 -0.1 0.1 -0.1
Cl -1.629547 -4.441935 8.725996 0.0 0.1 0.0
Cl -3.882889 -3.096166 9.947020 0.1 0.0 -0.1
Cl -1.719478 -1.552697 8.804556 -0.1 -0.1 0.0
Cl -3.519586 -3.007495 7.075230 0.3 0.1 0.7
C 0.414547 4.472500 2.538805 0.0 -0.1 -0.2
Cl 0.564351 2.735622 2.235521 -0.2 0.1 0.1
Cl 1.565242 4.955792 3.798521 -0.1 0.0 -0.1
Cl 0.759905 5.366291 1.051622 0.0 0.0 0.2
Cl -1.234523 4.831911 3.074496 0.2 0.1 0.3
C 2.107455 -1.070970 11.049712 0.0 0.0 -0.1
Cl 1.045666 -2.432808 10.666637 0.2 0.1 0.1
Cl 1.126384 0.350059 11.445150 0.1 -0.1 0.0
Cl 3.128884 -1.488333 12.436720 0.0 0.0 -0.1
Cl 3.128849 -0.711694 9.650046 -0.1 -0.1 0.1
C -3.238143 3.140965 -0.915873 0.2 -0.1 -0.2
Cl -4.979934 3.466510 -1.117030 0.1 -0.5 -0.2
Cl -3.007796 1.440336 -0.489069 0.0 0.2 0.0
Cl -2.407788 3.496887 -2.433230 -0.1 0.1 0.2
Cl -2.582500 4.154083 0.381909 0.0 -0.3 -0.3
C -1.984191 6.347996 -8.232869 0.1 -0.2 0.1
Cl -0.652203 7.099652 -7.345733 -0.1 0.0 -0.1
Cl -2.943253 5.354389 -7.128319 0.1 0.1 -0.1
Cl -3.014242 7.612903 -8.937329 0.0 0.0 0.0
Cl -1.332650 5.331489 -9.525665 -0.1 0.1 0.1
C 5.496088 -2.994624 6.823513 -0.1 -0.1 0.0
Cl 5.070615 -3.839808 8.320652 -0.2 -0.1 -0.3
Cl 4.268374 -3.325636 5.591217 0.1 0.1 0.1
Cl 5.570389 -1.252037 7.131408 0.0 -0.1 0.0
Cl 7.069710 -3.562596 6.250040 -0.2 0.0 0.0
C 9.084161 -3.174822 9.790665 0.0 0.0 0.1
Cl 9.258811 -4.912982 9.499142 0.0 0.1 0.0
Cl 10.179923 -2.681784 11.093966 -0.1 -0.1 -0.1
Cl 9.492103 -2.282935 8.318398 0.0 0.0 0.2
Cl 7.413277 -2.821322 10.261408 0.4 0.1 0.1
C 1.474494 -5.814709 -7.973951 -0.2 0.2 0.2
Cl 1.071366 -6.662271 -6.468695 0.0 0.0 -0.1
Cl 0.221114 -6.140766 -9.185750 0.1 0.0 0.1
Cl 1.569112 -4.073053 -7.671114 -0.3 -1.4 0.2
Cl 3.038106 -6.394974 -8.574304 -0.1 0.0 0.0
C -4.928375 7.345712 1.342682 -0.1 0.0 -0.2
Cl -5.239496 6.032185 0.200444 -0.1 0.7 0.4
Cl -6.037981 8.692487 1.023901 0.1 0.0 0.1
Cl -5.174186 6.758499 2.997605 0.0 0.0 -0.1
Cl -3.256998 7.902118 1.158608 -0.1 -0.1 0.0
C -6.494918 -0.106566 2.505273 0.1 0.0 -0.1
Cl -6.872188 -1.409008 1.369217 0.1 0.1 0.1
Cl -7.549058 1.279615 2.184577 0.1 -0.1 0.0
Cl -6.757455 -0.675009 4.165062 0.0 0.1 0.0
Cl -4.805970 0.384043 2.307524 -0.2 -0.1 0.0
```
Positions in Å, forces in eV/Å.

DFT total energy: -27100.78019 Eh
orbital gap: 5.51 eV
strongest force on any atom: 0.056 Eh/bohr
lowest unoccupied orbital energy: 1.0 eV
multiplicity: 1
charge: -1